# 1
One molecule with the formula C5H14N2 in a non-equilibrium geometry. Source: the Open Molecules 2025 dataset; level of theory: ωB97M-V/def2-TZVPD.

## Properties
- Highest occupied orbital energy: -8.5 eV
- Relative energy (zero: lowest compared OMol25 entry of this formula, charge and spin): 204.6 kJ/mol

```
! wB97M-V def2-TZVPD RIJCOSX def2/J DEFGRID3
* xyz 0 1
C 0.24744 1.90518 -2.61331
C 0.01585 0.46999 -2.00111
C -0.85452 0.53134 -0.71282
C -0.02852 0.82940 0.53065
N 0.72555 -0.33136 0.97772
C 0.05979 -1.58981 1.12994
N -0.12225 -1.90716 2.67022
H 0.51931 2.49613 -1.72267
H 1.15204 2.02983 -3.20630
H -0.68861 2.13901 -3.01021
H -0.50440 -0.11130 -2.70320
H 0.91791 -0.06920 -1.66807
H -1.50786 -0.30375 -0.43119
H -1.37399 1.49897 -0.77678
H 0.75945 1.59480 0.17659
H -0.70003 1.27109 1.39603
H 1.75412 -0.23540 0.89543
H 0.71935 -2.34800 0.78109
H -0.88783 -1.51479 0.74331
H -0.32608 -0.99271 3.02688
H -0.69667 -2.66159 2.96339
*
```

# 2
An isolated ion of composition C5H14N2 and charge +2 in a non-equilibrium geometry. Source: the Open Molecules 2025 dataset; level of theory: ωB97M-V/def2-TZVPD.

## Properties
- Highest occupied orbital energy: -21.8 eV
- Relative energy (zero: lowest compared OMol25 entry of this formula, charge and spin): 366.5 kJ/mol

```
! wB97M-V def2-TZVPD RIJCOSX def2/J DEFGRID3
* xyz 2 1
C -2.50225 1.49419 0.04932
N -1.41230 0.57716 0.19433
C -0.30208 0.84511 -0.21903
N 0.78089 -0.36095 -0.02106
C 1.72291 0.34759 0.85446
C 1.29074 -0.73023 -1.41700
C 0.19554 -1.65401 0.48328
H -2.79000 1.38237 -1.01258
H -2.32456 2.52211 0.31858
H -3.35977 1.21668 0.55402
H -1.45242 -0.37267 0.74710
H -0.01628 1.81638 -0.48444
H 1.19970 0.84113 1.70068
H 2.30848 -0.50210 1.26849
H 2.39890 1.06693 0.49975
H 2.30237 -0.95323 -1.48165
H 0.80482 -1.60602 -1.77283
H 1.06155 0.08730 -2.08527
H -0.82371 -1.88184 -0.09906
H 0.88701 -2.47991 0.35988
H 0.03046 -1.65598 1.56303
*
```

# 3
A 2-piece molecular cluster, C5H14N2O overall in a non-equilibrium geometry. Source: the Open Molecules 2025 dataset; level of theory: ωB97M-V/def2-TZVPD.

## Properties
- Highest occupied orbital energy: -8.5 eV
- Relative energy (zero: lowest compared OMol25 entry of this formula, charge and spin): 366.0 kJ/mol

```
! wB97M-V def2-TZVPD RIJCOSX def2/J DEFGRID3
* xyz 0 1
C 2.17378 -0.52333 0.61278
C 1.19775 0.60436 0.93743
N 0.12502 0.11267 1.80442
O 1.67171 1.73362 1.21155
H 1.71029 -1.51262 0.56557
H 2.71171 -0.27099 -0.30176
H 2.90615 -0.58434 1.42076
H -0.37808 0.87709 2.24672
H 0.22784 -0.74929 2.32755
C -2.45751 -0.66053 -0.01650
C -1.04100 -0.92894 -0.43340
N -0.22168 0.65364 -0.62137
C 0.34966 1.06561 -1.88508
H -2.92937 0.11237 -0.62595
H -2.53763 -0.37992 1.03578
H -3.04230 -1.58177 -0.13283
H -0.56448 -1.72645 0.12882
H -0.95680 -1.22465 -1.47615
H -0.50421 1.41832 -0.01618
H 1.43337 1.22978 -1.86168
H 0.21710 0.33214 -2.68506
H -0.09132 2.00323 -2.23541
*
```

# 4
One molecule with the formula C5H14N2O in a non-equilibrium geometry. Source: the Open Molecules 2025 dataset; level of theory: ωB97M-V/def2-TZVPD.

## Properties
- Highest occupied orbital energy: -8.6 eV
- Relative energy (zero: lowest compared OMol25 entry of this formula, charge and spin): 183.8 kJ/mol

```
! wB97M-V def2-TZVPD RIJCOSX def2/J DEFGRID3
* xyz 0 1
C -0.82790 -1.96833 0.06964
C -1.48778 -0.71341 0.63156
N -0.67321 0.49880 0.63565
C 0.29028 0.56934 1.72044
C -0.28112 0.97882 -0.66500
O -0.86586 2.24972 -0.78953
N 1.13362 1.18089 -0.82559
C 1.83425 -0.00689 -1.27975
H -1.51038 -2.81943 0.17037
H 0.09365 -2.21750 0.60315
H -0.59789 -1.86399 -0.99499
H -2.40548 -0.51807 0.06253
H -1.82793 -0.92609 1.65320
H 1.01092 -0.25422 1.70356
H 0.84061 1.51724 1.72041
H -0.23303 0.53753 2.68333
H -0.69590 0.38879 -1.48963
H -1.13660 2.40929 0.12887
H 1.21187 1.90651 -1.53621
H 1.86214 -0.77774 -0.50498
H 2.87300 0.25443 -1.50744
H 1.39276 -0.42569 -2.18960
*
```

# 5
A 2-piece molecular cluster, C5H14N2O overall in a non-equilibrium geometry. Source: the Open Molecules 2025 dataset; level of theory: ωB97M-V/def2-TZVPD.

## Properties
- Highest occupied orbital energy: -9.4 eV
- Relative energy (zero: lowest compared OMol25 entry of this formula, charge and spin): 188.4 kJ/mol

```
! wB97M-V def2-TZVPD RIJCOSX def2/J DEFGRID3
* xyz 0 1
C 2.15835 -0.84905 1.79519
C 0.74594 -0.31528 1.75990
O -0.10963 -0.80657 2.50014
N 0.48023 0.76250 0.91340
C -0.80935 1.43054 0.98897
N 1.43912 1.34943 0.06085
H 2.72976 -0.63315 0.89192
H 2.12392 -1.93685 1.90703
H 2.67091 -0.41488 2.65865
H -1.01583 1.96611 0.05793
H -1.60536 0.70288 1.17239
H -0.78023 2.14024 1.82107
H 1.69119 0.67201 -0.66181
H 2.28327 1.56793 0.59086
C -1.21481 -1.37145 -1.84437
C -1.78429 -0.03715 -2.26971
H -1.97073 -1.96115 -1.31746
H -0.87886 -1.94008 -2.71634
H -0.36026 -1.23299 -1.17621
H -1.00465 0.59212 -2.70928
H -2.21159 0.48961 -1.41263
H -2.57707 -0.17475 -3.01050
*
```

# 6
A 2-piece molecular cluster, C5H14N2O overall in a non-equilibrium geometry. Source: the Open Molecules 2025 dataset; level of theory: ωB97M-V/def2-TZVPD.

## Properties
- Highest occupied orbital energy: -9.3 eV
- Relative energy (zero: lowest compared OMol25 entry of this formula, charge and spin): 286.6 kJ/mol

```
! wB97M-V def2-TZVPD RIJCOSX def2/J DEFGRID3
* xyz 0 1
C 1.52372 -1.07496 1.00164
N 0.30525 -1.03643 1.43243
C -0.67180 -1.79886 0.73267
C -1.58064 -2.58663 1.70233
H 1.95642 -1.69874 0.17341
H 2.24192 -0.47711 1.58056
H -1.23392 -1.09160 0.09781
H -0.20385 -2.48479 0.01886
H -2.23239 -3.29945 1.17619
H -1.01757 -3.21110 2.42878
H -2.28188 -1.98452 2.34260
C 1.23139 1.68618 -2.20749
N 0.82440 1.72913 -0.79490
C -0.59517 2.15678 -0.73306
O -1.16272 1.98974 0.62221
H 0.91636 0.69081 -2.59471
H 2.32517 1.75614 -2.33465
H 0.79228 2.49922 -2.80498
H 1.44194 2.35651 -0.27305
H -0.71372 3.22384 -1.05673
H -1.15307 1.52279 -1.41269
H -0.71212 1.13305 0.90276
*
```

Number 1: Kohn-Sham gap 0.3538 Eh, M 102.18 g mol⁻¹, total energy -8390.4981 eV. Number 2: Kohn-Sham gap 0.4514 Eh, M 102.18 g mol⁻¹, total energy -8371.5523 eV. Number 3: Kohn-Sham gap 0.3411 Eh, M 118.18 g mol⁻¹, total energy -10437.2348 eV. Number 4: Kohn-Sham gap 0.3536 Eh, M 118.18 g mol⁻¹, total energy -10439.1231 eV. Number 5: Kohn-Sham gap 0.3727 Eh, M 118.18 g mol⁻¹, total energy -10439.0751 eV. Number 6: Kohn-Sham gap 0.3740 Eh, M 118.18 g mol⁻¹, total energy -10438.0571 eV.